No. 1
DFT (ωB97M-V/def2-TZVPD) results for 2 unconnected molecules or ions with the total composition HNO4.

Cartesian coordinates (Å):
N  -1.28727  -0.33949  -0.12917
O  -0.84486  -1.39302  0.09000
O  -2.18395  0.29963  -0.33247
O  1.55766  0.39533  0.56508
O  0.63032  1.06410  -0.13245
H  2.12810  -0.02656  -0.06100

Output
**HOMO level (spin up / spin down)**: -11.04 / -8.97 eV
**ΔE to the lowest compared entry with this formula, charge and spin**: 105.74 kJ/mol
**Total charge**: 0

No. 2
DFT (ωB97M-V/def2-TZVPD) results for a single HO2P molecule.

Cartesian coordinates (Å):
O  -0.76246  -0.19823  -1.23104
O  0.26699  -1.01242  0.87496
P  0.07202  0.03516  -0.07943
H  0.42345  1.17550  0.43551

Output
**Multiplicity**: 3
**<S²>**: 2.016
**HOMO level (spin up / spin down)**: -7.19 / -12.57 eV
**ΔE to the lowest compared entry with this formula, charge and spin**: 0.00 kJ/mol
**Total charge**: 0

No. 3
DFT (ωB97M-V/def2-TZVPD) results for 2 unconnected molecules or ions with the total composition HO2PS.

Cartesian coordinates (Å):
O  2.42358  -0.36887  0.77742
O  -1.99419  0.99360  0.55448
P  1.60930  -1.04617  -0.18015
S  -1.20797  -0.17748  -0.03068
H  -0.83072  0.59893  -1.12108

Output
**HOMO level (spin up / spin down)**: -9.11 / -7.90 eV
**ΔE to the lowest compared entry with this formula, charge and spin**: 298.24 kJ/mol
**Total charge**: 0

No. 4
DFT (ωB97M-V/def2-TZVPD) results for a molecular structure, HO5S2.

Cartesian coordinates (Å):
O  -0.32470  -1.28683  1.53524
O  -2.52753  -0.97101  1.62661
O  -0.99123  1.03250  1.76396
O  1.12168  0.08605  -0.12679
O  -1.48556  -0.04343  -0.35150
S  1.20060  -0.91618  1.28339
S  -1.47521  -0.15819  1.11504
H  0.20881  0.43636  -0.22602

Output
**HOMO level**: -4.09 eV
**ΔE to the lowest compared entry with this formula, charge and spin**: 87.03 kJ/mol
**Total charge**: -1

No. 5
DFT (ωB97M-V/def2-TZVPD) results for a molecular structure, HfI.

Cartesian coordinates (Å):
Hf  0.51180  0.71898  1.04602
I  -0.51180  -0.71898  -1.04602

Output
**HOMO level**: -26.66 eV
**ΔE to the lowest compared entry with this formula, charge and spin**: 0.00 kJ/mol
**Total charge**: +3

No. 6
DFT (ωB97M-V/def2-TZVPD) results for a molecular structure, Hg3O30P5V5.

Cartesian coordinates (Å):
Hg  -1.40149  -3.10152  1.54868
Hg  0.31823  -1.66063  -3.44337
Hg  -3.28929  1.44000  0.92245
O  2.24310  5.41668  -2.65576
V  0.89139  4.66497  -3.19891
O  -0.05385  5.94875  -3.13396
O  6.30866  -1.38587  1.79103
V  5.46505  -1.47274  0.49464
O  6.38667  -2.13867  -0.57225
O  2.37440  5.32074  2.55137
V  1.39559  4.97318  1.43054
O  0.42219  6.18459  0.87077
O  1.40348  -1.01766  4.58993
V  1.61654  0.45629  4.82572
O  2.94151  0.70791  5.86744
O  7.40911  -3.24150  -5.35790
V  6.05614  -4.13311  -5.81180
O  5.08671  -3.73315  -4.62314
P  -1.53190  -5.70681  -1.72450
O  -0.48165  -6.41007  -2.52179
O  -1.54778  -4.21869  -1.79171
O  -1.42536  -5.99596  -0.23618
O  -2.89126  -6.09343  -2.35728
P  -1.91309  2.78208  4.91406
O  -1.99152  4.16218  5.51969
O  -0.84335  2.87567  3.69072
O  -3.25884  2.70913  4.17967
O  -1.40565  1.61930  5.85224
P  -2.37640  1.33453  -3.73282
O  -2.51699  -0.17142  -3.87593
O  -2.85705  2.07239  -5.00509
O  -0.81634  1.45120  -3.96047
O  -2.82167  2.15994  -2.62639
P  1.70758  0.55833  -0.19587
O  0.35109  -0.14655  -0.02337
O  2.53248  -0.46217  -1.11844
O  2.49680  0.61963  1.18764
O  1.19786  1.96452  -0.48581
P  -5.07113  -1.71279  1.69598
O  -6.22054  -1.21454  2.58543
O  -3.94985  -1.22165  2.49057
O  -5.09414  -1.00529  0.31791
O  -4.84527  -3.17791  1.12629

Output
**HOMO level**: 0.73 eV
**Total charge**: -4

No. 7
DFT (ωB97M-V/def2-TZVPD) results for a molecular structure, HgI.

Cartesian coordinates (Å):
Hg  2.61326  0.52836  0.25251
I  -2.61327  -0.52836  -0.25251

Output
**HOMO level**: -13.74 eV
**ΔE to the lowest compared entry with this formula, charge and spin**: 305.84 kJ/mol
**Total charge**: +1

No. 8
DFT (ωB97M-V/def2-TZVPD) results for a molecular structure, HgO4P.

Cartesian coordinates (Å):
Hg  -0.81970  -2.09550  -0.89897
P  0.17985  0.49696  0.19625
O  1.37194  0.96247  -0.58197
O  0.40701  -0.95995  0.63969
O  -1.15763  0.15512  -0.65141
O  0.01851  1.44091  1.29639

Output
**HOMO level**: -4.06 eV
**ΔE to the lowest compared entry with this formula, charge and spin**: 8.19 kJ/mol
**Total charge**: -1

Result set for E: -9688.153, -13395.156, -24232.125, -31924.892, -9363.260, -248802.247, -12263.702, -21653.592 eV, one per record in the order listed.